Entry 1:
2 unconnected molecules or ions with the total composition C10H10F12INO6PS. Source: the Open Molecules 2025 dataset; level of theory: the ωB97M-V functional and the def2-TZVPD basis.

```
! RIJCOSX wB97M-V def2-TZVPD def2/J DEFGRID3
* xyz 1 1
I -3.11328 0.25148 -3.03922
S -0.65154 -1.37918 0.68034
P -2.95539 -3.05099 -0.46670
F -0.00769 -4.12371 -1.07779
F 2.36565 -1.79537 -1.84769
F -0.38001 -1.58461 -2.01403
F 0.78774 -0.13039 -1.01856
F 2.41976 7.33018 0.13862
F 3.42476 -4.75087 -1.05080
F 1.72745 -6.01669 -1.08618
F 1.45494 -3.87202 -2.62331
F 2.07208 -4.86834 0.64317
F 2.28158 -2.18624 0.21777
F 2.37981 5.63304 -1.19545
F 3.97891 5.83886 0.25219
O 1.85475 3.93425 0.78822
O -0.45729 -0.16059 1.36340
O 1.31458 5.71551 2.05022
O -2.63495 -4.27358 0.24012
O -1.78516 1.43869 -0.76662
O -0.24336 -2.43084 1.52807
N -2.42399 -1.55984 0.49670
C 0.31593 -1.34611 -0.90690
C 1.84647 5.23426 1.09536
C 1.16351 3.06931 1.70152
C 1.26693 -3.76793 -1.30763
C 2.19049 -4.84758 -0.66137
C 2.66128 6.02132 0.06125
C -3.18924 -0.30795 0.10384
C -2.52822 0.58974 -0.97443
C 1.58883 -2.29580 -0.89486
C -0.32396 3.06286 1.41684
H -0.51278 2.80487 0.37653
H -4.36909 -2.89746 -0.47162
H -2.51649 -2.94687 -1.80396
H 1.37427 3.35138 2.73309
H 1.57530 2.07186 1.54927
H -0.76012 4.04815 1.58710
H -2.74870 -1.79014 1.45411
H -0.83391 2.34424 2.05812
H -3.45997 0.29101 0.98377
H -4.14988 -0.64789 -0.31253
*
```

gap between HOMO and LUMO = 0.286 Ha
electronic energy = -85130.904 eV

Quick look at the Löwdin charges, all values in e:
1 I 0.932
2 S 0.740
3 P 0.771
4 F 0.138
5 F 0.201
6 F 0.104
7 F 0.187
8 F 0.175
9 F 0.243
10 F 0.197
11 F 0.185
12 F 0.217
13 F 0.203
14 F 0.158
15 F 0.167
16 O 0.030
17 O -0.181
18 O 0.180
19 O -0.317
20 O 0.065
21 O -0.173
22 N -0.220
23 C -0.468
24 C -0.386
25 C -0.193
26 C -0.343
27 C -0.606
28 C -0.533
29 C -0.161
30 C -0.832
31 C -0.393
32 C -0.067
33 H 0.053
34 H 0.065
35 H 0.042
36 H 0.130
37 H 0.118
38 H 0.087
39 H 0.167
40 H 0.070
41 H 0.156
42 H 0.090



Entry 2:
C4H7NOS2 in the gas phase. Source: the Open Molecules 2025 dataset; level of theory: the ωB97M-V functional and the def2-TZVPD basis.

```
! RIJCOSX wB97M-V def2-TZVPD def2/J DEFGRID3
* xyz 0 1
S 0.95670 -1.99829 0.96814
S -0.99269 0.73671 1.63705
O -1.60740 1.73725 -1.12891
N -0.42651 1.02166 -0.91178
C 0.27488 0.56507 -2.04449
C -0.15829 0.46065 0.24975
C 1.06393 -0.66601 -1.50022
C 0.98643 -0.47781 0.02652
H -0.48349 0.29019 -2.82468
H 2.06613 -0.71821 -1.86870
H 1.90705 0.09468 0.31232
H 0.31770 -1.33345 2.00218
H 0.59183 -1.62537 -1.75353
H 0.97646 1.33071 -2.32186
H -1.95680 1.80564 -0.20422
*
```

SMILES string = ON1CC[C@H](S)C1=S
gap between HOMO and LUMO = 0.346 Ha
electronic energy = -29467.992 eV

Quick look at the Löwdin charges, all values in e:
1 S 0.744
2 S 0.700
3 O 0.024
4 N -0.196
5 C -0.108
6 C -0.811
7 C -0.155
8 C -0.699
9 H 0.150
10 H 0.103
11 H 0.124
12 H -0.151
13 H 0.107
14 H 0.122
15 H 0.045



Entry 3:
A molecular structure, C20H18N5O4OsS. Source: the Open Molecules 2025 dataset; level of theory: the ωB97M-V functional and the def2-TZVPD basis.

```
! RIJCOSX wB97M-V def2-TZVPD def2/J DEFGRID3
* xyz 1 5
Os -0.57313 -0.98896 -0.93091
S -2.15425 -3.06980 -1.26976
O -2.34350 -1.53790 -1.66318
O -0.55562 -2.94819 -1.19143
O -2.64689 -3.25788 0.06016
O -2.56326 -3.94115 -2.30509
N 1.41154 -0.71340 -0.33579
N -2.22936 1.33421 -0.09683
N -1.10988 1.06764 -0.83730
N 1.89071 -1.35783 0.75581
N -0.79013 -0.75541 1.33479
C -0.22917 -1.90029 1.89613
C 0.93935 -4.32081 2.75568
C 1.08530 -2.24671 1.53531
C -3.26165 1.89344 3.41430
C -3.09877 2.05092 -0.83840
C -2.55097 0.90009 4.09414
C -2.55290 2.26452 -2.08055
C -1.60271 0.07931 1.99809
C -0.37529 -3.99907 3.08239
C -2.30116 1.12657 1.31743
C -3.09338 1.99955 2.03180
C 1.55100 -5.62278 3.17948
C 1.65659 -3.42769 1.96078
C 3.55962 -0.15614 -0.03945
C -1.31404 1.63773 -2.03108
C -4.12003 2.87274 4.15150
C -1.73176 0.04060 3.41271
C -0.95534 -2.82176 2.65280
C 3.17819 -1.03252 0.95454
C 2.42047 0.01356 -0.81789
H -0.96924 -4.69994 3.65379
H -4.53227 2.42801 5.05542
H 4.52347 0.29864 -0.17318
H -3.53004 3.74244 4.45001
H -0.56658 1.53003 -2.80030
H 2.66313 -3.67260 1.64666
H -1.13744 -0.67751 3.95814
H 3.71717 -1.43678 1.79379
H 2.26760 0.61749 -1.69608
H -2.62412 0.83034 5.17139
H 1.39226 -6.38296 2.41201
H -2.00523 -2.63926 2.83513
H -2.99636 2.78984 -2.90608
H -4.94352 3.22686 3.53326
H -3.58466 2.81679 1.52459
H 1.10266 -5.98521 4.10267
H -4.04528 2.36446 -0.43721
H 2.62501 -5.52543 3.33091
*
```

gap between HOMO and LUMO (alpha / beta) = 0.295 / 0.227 Ha
electronic energy = -49966.972 eV

Quick look at the Löwdin charges, all values in e:
1 Os 1.583
2 S 0.397
3 O -0.489
4 O -0.479
5 O -0.285
6 O -0.225
7 N -0.129
8 N -0.055
9 N -0.107
10 N -0.058
11 N 0.044
12 C -0.236
13 C -0.232
14 C -0.126
15 C -0.225
16 C -0.011
17 C -0.005
18 C 0.001
19 C -0.184
20 C 0.004
21 C -0.069
22 C 0.038
23 C -0.029
24 C 0.043
25 C -0.012
26 C -0.113
27 C -0.024
28 C 0.026
29 C -0.006
30 C -0.012
31 C -0.092
32 H 0.129
33 H 0.090
34 H 0.113
35 H 0.102
36 H 0.121
37 H 0.133
38 H 0.121
39 H 0.142
40 H 0.119
41 H 0.129
42 H 0.099
43 H 0.132
44 H 0.119
45 H 0.089
46 H 0.120
47 H 0.086
48 H 0.138
49 H 0.085



Entry 4:
C5H10N2O4 in the gas phase. Source: the Open Molecules 2025 dataset; level of theory: the ωB97M-V functional and the def2-TZVPD basis.

```
! RIJCOSX wB97M-V def2-TZVPD def2/J DEFGRID3
* xyz 0 1
O 2.95843 -1.06673 -0.41734
O 0.33153 2.64110 -0.24008
O 1.92214 -0.94187 1.54267
O -0.91733 -1.82046 -1.02229
N -3.23674 0.53377 0.71729
N -0.42568 0.10087 0.13630
C 1.32644 1.69308 -0.20354
C 1.97107 -0.62560 0.16573
C 0.85093 0.31333 -0.52291
C -2.82920 -0.70804 0.04422
C -1.27978 -0.89538 -0.36828
H 1.90820 1.66955 0.68730
H -3.38301 -0.92627 -0.87936
H -0.21510 2.41659 -1.00749
H 0.72277 0.02744 -1.53024
H 1.98498 2.01739 -0.93125
H -0.79691 1.07303 0.50805
H -3.04063 -1.52173 0.66568
H -2.86608 1.47490 0.50484
H 0.93589 -0.67671 1.68724
H -4.20798 0.84266 0.72518
*
```

SMILES string = NCC(=O)N[C@@H](CO)C(=O)O
gap between HOMO and LUMO = 0.372 Ha
electronic energy = -16516.047 eV

Quick look at the Löwdin charges, all values in e:
1 O 0.092
2 O -0.027
3 O 0.054
4 O 0.116
5 N -0.028
6 N 0.056
7 C -0.235
8 C -0.385
9 C -0.199
10 C -0.150
11 C -0.431
12 H 0.134
13 H 0.113
14 H 0.111
15 H 0.142
16 H 0.116
17 H 0.169
18 H 0.087
19 H 0.064
20 H 0.134
21 H 0.069



Entry 5:
C11H22N2 in the gas phase. Source: the Open Molecules 2025 dataset; level of theory: the ωB97M-V functional and the def2-TZVPD basis.

```
! RIJCOSX wB97M-V def2-TZVPD def2/J DEFGRID3
* xyz 0 1
N -0.40720 -0.21368 1.11313
N 0.22460 0.92090 1.60677
C 0.99176 1.13143 -2.19096
C -0.31779 -1.30609 2.04653
C -2.84826 -1.85797 2.60067
C 0.96377 0.74149 -0.74616
C 0.30241 -0.61516 -0.42987
C -0.49782 -1.64480 -1.07429
C -0.32622 1.43179 -2.93412
C 0.56086 1.64234 0.43113
C 1.98260 2.23553 -2.24410
C 1.70789 -0.49469 -0.28045
C -1.45206 -1.22684 3.04599
H -0.28442 2.39644 0.12714
H 1.41752 2.34023 0.69301
H 2.18546 -0.39525 0.69272
H -2.59965 -2.76858 1.98060
H -3.36097 -2.01171 3.60244
H 2.90379 1.82957 -2.04617
H 0.13096 -2.16407 -1.84887
H -1.06510 0.83097 -2.55409
H 1.77438 2.93995 -1.44979
H 1.99141 2.83140 -3.23979
H -1.14033 -1.66246 4.00721
H -1.31788 -1.21376 -1.58134
H -0.19884 -2.31220 1.53615
H -0.27751 1.38762 -4.10732
H 2.40524 -1.13217 -1.04224
H -0.81455 -2.25718 -0.33222
H 1.00448 0.70424 2.12654
H 0.71942 -1.27271 2.63073
H -1.70479 -0.21184 3.25106
H -3.43949 -1.16541 2.04063
H -0.67676 2.42193 -2.73253
H 1.46307 0.14078 -2.69815
*
```

SMILES string = CCCN1NC[C@@]2(C(C)C)C[C@@]12C
gap between HOMO and LUMO = 0.321 Ha
electronic energy = -14739.633 eV

Quick look at the Löwdin charges, all values in e:
1 N -0.086
2 N -0.041
3 C -0.385
4 C -0.253
5 C -0.092
6 C -0.316
7 C -0.318
8 C -0.007
9 C -0.048
10 C -0.162
11 C -0.083
12 C -0.059
13 C -0.246
14 H 0.153
15 H 0.132
16 H 0.102
17 H 0.075
18 H 0.080
19 H 0.051
20 H 0.119
21 H 0.024
22 H 0.069
23 H 0.120
24 H 0.098
25 H 0.068
26 H 0.123
27 H 0.123
28 H 0.171
29 H 0.026
30 H 0.063
31 H 0.137
32 H 0.084
33 H 0.042
34 H 0.062
35 H 0.175



Entry 6:
C6H8N2 in the gas phase. Source: the Open Molecules 2025 dataset; level of theory: the ωB97M-V functional and the def2-TZVPD basis.

```
! RIJCOSX wB97M-V def2-TZVPD def2/J DEFGRID3
* xyz 0 1
N 1.13699 -0.64165 -0.72023
N -1.02650 0.95659 -0.63139
C -1.02725 -1.06446 0.27225
C 1.32517 0.82158 -0.39857
C 1.83003 -0.32050 0.47161
C -1.96384 -0.03548 0.03677
C -0.26004 -0.96482 -0.81000
C -0.04998 1.41827 0.10220
H -2.34762 0.17007 1.10269
H 2.85812 -0.63931 0.45440
H -2.78296 -0.05130 -0.72165
H 1.26626 -0.33032 1.34819
H 2.24581 1.24799 -1.07476
H -0.47266 -1.02154 1.27270
H -0.22930 1.28897 1.14113
H -0.50224 -0.83408 -1.84533
*
```

SMILES string = C1=CN2C[C@@H]2C=NC1
gap between HOMO and LUMO = 0.307 Ha
electronic energy = -9324.264 eV

Quick look at the Löwdin charges, all values in e:
1 N -0.059
2 N 0.038
3 C -0.143
4 C -0.155
5 C -0.134
6 C -0.244
7 C -0.125
8 C -0.113
9 H 0.134
10 H 0.109
11 H 0.124
12 H 0.067
13 H 0.171
14 H 0.123
15 H 0.081
16 H 0.127



Here are the calculated strongest force on any atom numbers, same order: 4.9; 2.2; 0.4; 5.0; 5.4; 5.6 (eV/Å).
Here are the calculated ΔE to the lowest compared entry with this formula, charge and spin numbers, same order: 0.882; 1.798; 0.410; 2.067; 4.723; 7.443 (eV).